Entry 1:
DFT (ωB97M-V with the def2-TZVPD basis set) results for a structure of composition C40H51AsN2P2PtSSi3Te.

Its multiplicity is 1. The gap between HOMO and LUMO comes out at 0.2476 Ha. Its charge is +2. The energy above the lowest of the compared OMol25 structures with the same formula, charge and spin is 110.7 kJ/mol.

```
102
Properties=species:S:1:pos:R:3:forces:R:3
Pt 0.16538 0.63129 0.39374 -0.02 0.03 -0.16
Te 1.53358 -2.17195 1.55558 0.08 -0.03 0.04
C 1.11558 -4.13818 2.21159 -0.07 0.05 0.07
C 0.64258 -4.37178 3.49491 -0.01 -0.03 -0.02
C 0.48079 -5.69140 3.90170 -0.01 0.00 0.00
N 0.77416 -6.73537 3.13459 0.00 0.00 0.00
C 1.25929 -6.49817 1.92115 -0.01 0.01 0.00
C 1.44636 -5.21980 1.40729 0.05 0.01 -0.02
C -0.44349 -1.38694 1.12443 -0.04 0.02 0.11
P -0.87368 -1.21078 -0.57073 0.04 -0.03 -0.05
C -0.47441 -2.67789 -1.51144 0.02 0.02 -0.03
C -0.50385 -3.91988 -0.87848 -0.03 0.02 0.02
C -0.38340 -5.07559 -1.63281 -0.01 -0.01 -0.01
C -0.24319 -4.99568 -3.01102 0.00 0.01 0.00
C -0.24269 -3.75884 -3.64373 0.00 0.00 0.00
C -0.36914 -2.59949 -2.89883 0.02 -0.04 0.00
C -2.55947 -0.77685 -0.97109 0.02 0.02 0.01
C -2.79050 0.38279 -1.70341 -0.01 0.02 0.02
C -4.08215 0.70032 -2.09388 0.00 0.00 0.01
C -5.13318 -0.12987 -1.73231 0.00 0.00 0.00
C -4.90020 -1.28550 -0.99331 0.00 0.00 0.00
C -3.61069 -1.62486 -0.62287 0.00 0.00 -0.02
P -1.08043 -0.17322 2.21180 0.07 -0.04 0.05
C -0.46051 -0.30510 3.87531 0.02 0.05 -0.01
C 0.41123 0.65301 4.38614 0.04 -0.01 0.00
C 0.80623 0.57160 5.71293 0.00 -0.02 0.01
C 0.33059 -0.45030 6.52082 0.01 0.01 0.00
C -0.54060 -1.40534 6.00896 0.00 -0.02 -0.02
C -0.93982 -1.33821 4.68605 0.00 0.00 0.01
C -2.79581 0.30981 2.15955 -0.01 -0.03 -0.06
C -3.15690 1.45685 1.45442 0.01 -0.01 0.01
C -4.48046 1.86560 1.45172 0.00 0.00 0.01
C -5.43267 1.13463 2.14755 -0.01 0.01 0.00
C -5.06988 -0.00383 2.85784 0.00 0.00 0.01
C -3.75020 -0.41745 2.87518 -0.01 0.00 -0.01
H 0.42554 -3.56193 4.17618 0.00 0.01 0.01
H 0.10818 -5.91469 4.89501 0.00 0.00 0.00
H 1.51235 -7.36776 1.32524 0.01 0.00 0.00
H 1.84881 -5.08815 0.41164 -0.01 0.01 0.00
H -0.63508 -3.99050 0.19314 -0.01 -0.01 -0.02
H -0.41089 -6.04016 -1.14329 0.00 0.00 0.01
H -0.15002 -5.90055 -3.59633 0.00 0.00 0.00
H -0.15509 -3.69972 -4.72023 0.00 0.00 0.00
H -0.39315 -1.64389 -3.39926 0.01 0.04 -0.02
H -1.96658 1.03831 -1.95531 0.00 -0.02 -0.01
H -4.26722 1.59607 -2.67213 0.00 0.00 0.00
H -6.14284 0.11985 -2.03038 0.00 0.00 0.00
H -5.72546 -1.92826 -0.71795 0.00 0.00 0.00
H -3.42649 -2.53729 -0.06752 0.00 0.00 -0.01
H 0.78155 1.45552 3.76516 -0.01 -0.01 0.00
H 1.48295 1.31352 6.11397 0.00 0.00 0.00
H 0.63664 -0.50405 7.55694 0.00 0.00 0.00
H -0.90927 -2.20105 6.64257 0.00 0.00 0.00
H -1.60613 -2.09381 4.28739 0.00 0.00 0.02
H -2.40587 2.03046 0.92414 0.00 0.00 0.00
H -4.76609 2.76090 0.91622 0.00 0.00 0.00
H -6.46458 1.45984 2.14818 0.00 0.00 0.00
H -5.81540 -0.56307 3.40642 0.00 0.00 0.00
H -3.47303 -1.29479 3.44389 -0.02 0.00 -0.01
S 0.01820 4.36593 3.13115 0.03 -0.03 0.01
C 0.32455 3.19718 2.10860 -0.12 0.05 -0.05
N 0.59871 2.34977 1.32423 0.06 -0.05 0.10
C 2.66254 -1.08457 -2.74394 -0.02 -0.01 -0.01
Si 2.04207 0.56567 -3.35251 -0.01 0.00 -0.02
C 0.45453 0.55493 -4.34655 0.01 -0.01 0.03
C 3.35853 1.39106 -4.37886 0.01 -0.01 0.01
As 1.52419 1.80510 -1.37179 -0.06 0.03 0.02
Si 0.48551 3.88440 -2.05207 -0.01 -0.02 -0.02
C 0.32691 5.10967 -0.67113 0.02 0.00 -0.01
C -1.21601 3.48377 -2.70391 0.01 0.00 0.00
C 1.60874 4.52189 -3.39412 0.00 0.00 0.01
Si 3.57670 2.25927 -0.16381 -0.01 0.02 0.00
C 3.76704 0.90278 1.09844 0.00 -0.02 -0.01
C 3.51928 3.95298 0.59354 0.01 0.00 0.00
C 4.96071 2.15904 -1.40462 0.00 0.00 0.00
H 2.74556 -1.79080 -3.57426 0.00 -0.01 0.01
H 2.03676 -1.53854 -1.97587 -0.02 -0.01 0.01
H 3.66354 -0.95413 -2.32507 0.00 0.00 0.00
H 0.48611 -0.21416 -5.12252 0.01 0.00 0.00
H 0.35069 1.51648 -4.85479 0.01 0.00 0.00
H -0.44484 0.40587 -3.74748 -0.02 -0.01 0.00
H 3.31888 0.93352 -5.37243 0.00 0.00 0.00
H 4.36003 1.22966 -3.98501 -0.01 0.00 0.00
H 3.20671 2.46096 -4.51056 0.01 0.00 0.00
H -0.35603 4.78985 0.11393 -0.01 -0.02 0.01
H -0.09160 6.01698 -1.11931 0.01 0.00 0.01
H 1.27606 5.38004 -0.21350 0.00 -0.01 0.03
H -1.87671 3.17073 -1.89244 -0.01 0.02 -0.01
H -1.21817 2.72525 -3.48714 -0.02 -0.01 0.02
H -1.63872 4.39799 -3.12999 0.01 0.01 0.00
H 2.64569 4.60341 -3.06155 0.00 0.00 -0.01
H 1.27660 5.52540 -3.67357 0.00 0.00 0.00
H 1.57903 3.90671 -4.29354 -0.01 0.00 0.00
H 2.96796 0.89989 1.84059 -0.01 0.01 0.00
H 4.71409 1.05084 1.62513 0.00 0.00 0.00
H 3.81261 -0.07487 0.61280 -0.01 -0.01 0.00
H 2.68679 4.09641 1.28053 0.01 0.01 -0.01
H 3.49208 4.73393 -0.16822 0.00 0.00 0.00
H 4.44714 4.08772 1.15778 0.00 0.01 0.00
H 5.07267 1.16023 -1.82837 0.00 0.01 0.01
H 5.89150 2.39727 -0.88162 0.00 0.00 0.00
H 4.85213 2.87604 -2.21919 0.00 0.00 -0.01
```
Forces are in eV/Å.

Atom charges from the Löwdin analysis, given in e for atoms 1 to 8:
1 Pt 0.64
2 Te 1.38
3 C -0.55
4 C -0.11
5 C -0.12
6 N 0.09
7 C -0.12
8 C -0.14


Entry 2:
DFT (ωB97M-V with the def2-TZVPD basis set) results for a structure of composition C3H4BiO4 at a distorted geometry.

Its multiplicity is 1. The gap between HOMO and LUMO comes out at 0.2520 Ha. Its charge is +1. The energy above the lowest of the compared OMol25 structures with the same formula, charge and spin is 60.9 kJ/mol.

```
12
Properties=species:S:1:pos:R:3:forces:R:3
C -3.30202 -0.31328 -0.44826 -0.18 0.84 -1.00
C -2.77808 0.77069 -1.02788 -0.73 -0.15 1.24
O -1.82424 0.57336 -2.01972 2.14 0.23 -0.77
C -0.53956 0.69022 -1.71546 -4.41 -0.83 -0.67
O -0.16512 1.16562 -0.60808 -0.01 0.31 1.27
O 0.29735 0.17307 -2.50542 -0.52 -1.16 -1.08
O -4.30272 -0.19047 0.45802 0.06 -0.40 0.11
Bi 1.76031 0.38764 -1.02021 4.49 2.31 0.05
H -3.10753 -1.31146 -0.84813 0.10 0.12 0.34
H 2.30908 -0.66176 0.29867 -1.09 -1.16 0.41
H -3.96478 0.15570 1.28766 -0.07 0.15 0.15
H -3.07752 1.79739 -0.82411 0.21 -0.27 -0.05
```
Forces are in eV/Å.

Atom charges from the natural (NBO) analysis, given in e for atoms 1 to 8:
1 C 0.13
2 C -0.01
3 O -0.43
4 C 0.99
5 O -0.71
6 O -0.69
7 O -0.67
8 Bi 1.66